# 1
{
  "formula": "C42H66Cl16F16N2O6P2S",
  "method": "wB97M-V/def2-TZVPD",
  "smiles": "CC[C@H](F)[C@@](CCF)(O[C@@H]([PH2]=N)[C@@](CCCNCc1ccccc1O)(OCP(C)O)C(F)(F)C(F)(F)C(F)(F)F)S(=O)(=O)C(F)(F)C(F)(F)C(F)(F)F.ClCCCl.ClCCCl.ClCCCl.ClCCCl.ClCCCl.ClCCCl.ClCCCl.ClCCCl",
  "fmax_ha_per_bohr": 0.19098,
  "lumo_energy_ev": -1.06,
  "total_energy_ev": -333116.202,
  "elements": ["C", "C", "C", "F", "C", "C", "C", "F", "O", "C", "P", "N", "C", "C", "C", "C", "N", "C", "C", "C", "C", "C", "C", "C", "O", "O", "C", "P", "C", "O", "C", "F", "F", "C", "F", "F", "C", "F", "F", "F", "S", "O", "O", "C", "F", "F", "C", "F", "F", "C", "F", "F", "F", "H", "H", "H", "H", "H", "H", "H", "H", "H", "H", "H", "H", "H", "H", "H", "H", "H", "H", "H", "H", "H", "H", "H", "H", "H", "H", "H", "H", "H", "H", "H", "H", "H", "H", "Cl", "C", "C", "Cl", "H", "H", "H", "H", "Cl", "C", "C", "Cl", "H", "H", "H", "H", "Cl", "C", "C", "Cl", "H", "H", "H", "H", "Cl", "C", "C", "Cl", "H", "H", "H", "H", "Cl", "C", "C", "Cl", "H", "H", "H", "H", "Cl", "C", "C", "Cl", "H", "H", "H", "H", "Cl", "C", "C", "Cl", "H", "H", "H", "H", "Cl", "C", "C", "Cl", "H", "H", "H", "H"],
  "positions_angstrom": [[-5.05, 1.15, -4.55], [-4.62, -0.31, -3.86], [-3.54, 0.05, -2.68], [-2.25, 0.34, -3.33], [-3.45, -1.09, -1.46], [-4.18, -2.51, -1.84], [-3.56, -3.39, -3.05], [-4.63, -4.35, -3.49], [-2.23, -1.12, -0.72], [-1.28, -2.19, -0.91], [-0.32, -2.11, -2.60], [0.65, -0.82, -2.75], [-0.24, -2.31, 0.41], [0.74, -0.95, 0.44], [0.91, -0.26, 1.90], [2.46, 0.38, 1.92], [2.60, 1.65, 1.13], [3.30, 1.47, -0.20], [4.85, 0.93, -0.10], [5.45, 0.17, -1.43], [6.96, -0.48, -1.47], [7.93, -0.39, -0.14], [7.33, 0.39, 1.17], [5.81, 1.05, 1.23], [5.35, 1.69, 2.48], [-1.08, -2.15, 1.60], [-2.13, -3.13, 1.77], [-2.90, -2.90, 3.55], [-4.12, -4.38, 3.88], [-3.77, -1.37, 3.65], [0.71, -3.64, 0.37], [1.78, -3.60, -0.70], [-0.04, -4.91, 0.03], [1.59, -3.98, 1.69], [2.57, -2.92, 2.11], [2.49, -5.12, 1.26], [0.86, -4.51, 3.03], [-0.07, -5.67, 2.86], [1.97, -5.08, 3.89], [0.29, -3.43, 3.91], [-4.74, -0.37, -0.22], [-6.10, -0.17, -1.00], [-5.09, -1.37, 0.91], [-4.34, 1.28, 0.49], [-5.04, 1.35, 1.83], [-5.06, 2.33, -0.33], [-2.78, 1.64, 0.80], [-1.91, 1.82, -0.38], [-2.30, 0.56, 1.75], [-2.61, 3.05, 1.69], [-2.89, 2.85, 3.14], [-1.14, 3.36, 1.60], [-3.30, 4.21, 1.08], [-5.27, 0.92, -5.67], [-4.12, 1.86, -4.47], [-6.02, 1.61, -4.03], [-4.12, -0.92, -4.75], [-5.62, -0.78, -3.49], [-3.91, 1.10, -2.24], [-4.13, -3.18, -0.86], [-5.35, -2.41, -2.06], [-2.63, -4.06, -2.78], [-3.27, -2.79, -4.02], [-1.73, -3.29, -0.95], [-1.27, -1.98, -3.72], [0.33, -3.38, -2.79], [1.62, -1.17, -2.93], [1.77, -1.12, -0.08], [0.16, -0.17, -0.25], [0.22, 0.65, 2.12], [0.92, -1.03, 2.82], [2.66, 0.63, 3.07], [3.19, -0.49, 1.62], [2.97, 2.45, 1.69], [2.64, 0.78, -0.87], [3.37, 2.56, -0.68], [4.76, 0.08, -2.39], [7.37, -1.04, -2.42], [9.00, -0.88, -0.15], [8.02, 0.44, 2.14], [5.83, 2.58, 2.55], [-1.84, -4.25, 1.71], [-3.07, -3.00, 1.05], [-3.90, -4.69, 5.01], [-5.24, -4.06, 3.84], [-3.85, -5.33, 3.24], [-4.75, -1.59, 3.49], [6.69, -7.49, 5.80], [5.39, -6.45, 5.16], [5.56, -6.16, 3.68], [6.97, -5.13, 3.34], [5.38, -5.52, 5.75], [4.45, -6.97, 5.34], [4.68, -5.63, 3.30], [5.67, -7.09, 3.10], [-6.15, 8.23, 4.59], [-5.82, 7.23, 3.16], [-4.39, 7.38, 2.67], [-4.09, 9.00, 1.98], [-6.55, 7.49, 2.38], [-6.00, 6.19, 3.45], [-4.19, 6.66, 1.87], [-3.67, 7.21, 3.47], [7.11, 3.80, -2.87], [8.03, 2.76, -3.98], [7.16, 2.21, -5.10], [5.96, 1.03, -4.51], [8.49, 1.96, -3.39], [8.83, 3.37, -4.40], [7.79, 1.68, -5.83], [6.63, 3.01, -5.63], [-2.21, 2.43, -9.20], [-3.85, 3.07, -9.46], [-4.75, 2.86, -8.25], [-5.14, 1.14, -7.99], [-4.27, 2.60, -10.35], [-3.74, 4.14, -9.66], [-5.70, 3.38, -8.39], [-4.29, 3.24, -7.33], [4.97, -2.71, -7.08], [4.40, -1.24, -7.89], [5.47, -0.61, -8.77], [6.81, 0.07, -7.82], [4.05, -0.54, -7.12], [3.54, -1.52, -8.50], [5.04, 0.22, -9.35], [5.89, -1.33, -9.48], [3.20, -7.06, 7.32], [1.65, -6.45, 7.96], [0.45, -7.16, 7.34], [0.25, -6.74, 5.62], [1.61, -5.37, 7.80], [1.66, -6.64, 9.04], [-0.47, -6.86, 7.85], [0.54, -8.25, 7.41], [6.52, 4.69, 2.45], [5.22, 5.73, 1.82], [5.39, 6.01, 0.33], [6.80, 7.05, 0.00], [5.21, 6.65, 2.41], [4.28, 5.20, 1.99], [4.51, 6.54, -0.04], [5.50, 5.09, -0.24], [-11.03, 4.84, 6.10], [-9.51, 5.36, 5.32], [-9.50, 6.85, 5.03], [-10.67, 7.30, 3.76], [-9.38, 4.77, 4.40], [-8.70, 5.10, 6.00], [-8.51, 7.15, 4.67], [-9.73, 7.43, 5.92]],
  "lowdin_charge": [-0.12, -0.17, -0.19, -0.08, -0.34, -0.11, -0.13, -0.13, -0.13, -0.31, 0.80, -0.30, -0.25, -0.10, -0.15, -0.23, -0.10, -0.20, -0.07, -0.06, -0.09, -0.07, -0.01, -0.14, -0.13, -0.19, -0.36, 0.93, -0.30, -0.39, -0.09, -0.02, -0.01, -0.08, 0.05, 0.02, -0.13, 0.00, -0.03, 0.00, 0.93, -0.34, -0.33, -0.23, 0.01, 0.00, -0.10, 0.06, 0.03, -0.13, 0.05, 0.02, 0.05, -0.02, 0.09, 0.10, 0.13, 0.12, 0.14, 0.14, 0.15, 0.12, 0.10, 0.12, 0.02, 0.02, -0.02, 0.11, 0.12, 0.11, 0.12, 0.13, 0.11, 0.10, 0.11, 0.13, 0.05, 0.08, 0.08, 0.10, -0.01, 0.10, 0.09, 0.05, 0.05, 0.05, 0.06, 0.53, -0.72, -0.66, 0.53, 0.07, -0.02, 0.05, 0.07, 0.57, -0.65, -0.67, 0.54, 0.08, 0.07, 0.06, 0.07, 0.54, -0.65, -0.66, 0.56, 0.07, 0.07, 0.03, 0.07, 0.54, -0.67, -0.64, 0.58, 0.07, 0.07, 0.08, 0.07, 0.53, -0.66, -0.65, 0.56, 0.06, 0.07, 0.07, 0.07, 0.63, -0.63, -0.65, 0.60, 0.08, 0.07, 0.07, 0.07, 0.62, -0.62, -0.66, 0.54, 0.07, 0.07, 0.08, 0.05, 0.53, -0.67, -0.68, 0.53, 0.07, 0.07, 0.00, 0.07]
}



# 2
{
  "formula": "C42H66F6O24",
  "method": "wB97M-V/def2-TZVPD",
  "smiles": "O=C1OC[C@@H](F)O1.O=C1OC[C@@H](F)O1.O=C1OC[C@@H](F)O1.O=C1OC[C@@H](F)O1.O=C1OC[C@@H](F)O1.O=C1OC[C@@H](F)O1.C1CCOC1.C1CCOC1.C1CCOC1.C1CCOC1.C1CCOC1.C1CCOC1",
  "fmax_ha_per_bohr": 0.07056,
  "relative_energy_ev": 0.255,
  "lumo_energy_ev": 0.34,
  "total_energy_ev": -110066.725,
  "elements": ["O", "C", "O", "C", "C", "F", "O", "H", "H", "H", "O", "C", "O", "C", "C", "F", "O", "H", "H", "H", "O", "C", "O", "C", "C", "F", "O", "H", "H", "H", "O", "C", "O", "C", "C", "F", "O", "H", "H", "H", "O", "C", "O", "C", "C", "F", "O", "H", "H", "H", "O", "C", "O", "C", "C", "F", "O", "H", "H", "H", "C", "C", "C", "O", "C", "H", "H", "H", "H", "H", "H", "H", "H", "C", "C", "C", "O", "C", "H", "H", "H", "H", "H", "H", "H", "H", "C", "C", "C", "O", "C", "H", "H", "H", "H", "H", "H", "H", "H", "C", "C", "C", "O", "C", "H", "H", "H", "H", "H", "H", "H", "H", "C", "C", "C", "O", "C", "H", "H", "H", "H", "H", "H", "H", "H", "C", "C", "C", "O", "C", "H", "H", "H", "H", "H", "H", "H", "H"],
  "positions_angstrom": [[-0.93, 3.05, -0.50], [-2.06, 2.99, -0.16], [-2.91, 4.07, 0.01], [-4.24, 3.62, 0.22], [-4.17, 2.06, 0.16], [-4.78, 1.58, -1.01], [-2.76, 1.83, 0.02], [-4.62, 3.94, 1.21], [-4.86, 3.98, -0.60], [-4.54, 1.57, 1.03], [6.21, -0.43, 0.84], [5.79, -1.07, -0.07], [4.51, -1.18, -0.40], [4.40, -1.92, -1.59], [5.74, -2.13, -2.07], [6.13, -1.13, -2.97], [6.56, -1.88, -0.92], [3.84, -2.81, -1.40], [3.77, -1.37, -2.25], [6.00, -3.14, -2.41], [3.12, 0.21, 3.69], [4.30, 0.22, 3.85], [5.07, 1.16, 3.29], [6.34, 1.16, 3.95], [6.37, -0.19, 4.71], [6.61, 0.06, 5.98], [5.06, -0.74, 4.48], [7.11, 1.23, 3.20], [6.33, 1.99, 4.68], [7.19, -0.80, 4.32], [-5.73, 2.43, 3.40], [-5.58, 1.91, 4.45], [-4.46, 1.24, 4.84], [-4.80, 0.52, 6.03], [-6.05, 1.23, 6.53], [-5.72, 2.23, 7.47], [-6.58, 1.89, 5.39], [-5.04, -0.51, 5.84], [-4.01, 0.66, 6.76], [-6.78, 0.55, 6.96], [-2.79, -2.90, 0.29], [-3.00, -2.29, 1.26], [-3.04, -0.87, 1.38], [-2.93, -0.55, 2.75], [-3.10, -1.87, 3.52], [-4.27, -1.93, 4.26], [-3.08, -2.82, 2.50], [-1.96, -0.11, 3.09], [-3.67, 0.20, 2.94], [-2.31, -2.20, 4.19], [1.24, -5.07, -4.85], [0.96, -4.57, -3.83], [-0.24, -4.11, -3.45], [-0.16, -3.44, -2.16], [1.23, -3.92, -1.69], [1.02, -5.00, -0.81], [1.87, -4.36, -2.83], [-0.27, -2.34, -2.33], [-0.94, -3.81, -1.57], [1.82, -3.24, -1.09], [3.59, -0.29, -5.78], [2.76, 0.53, -4.82], [1.76, -0.47, -4.36], [2.45, -1.69, -4.26], [3.42, -1.75, -5.37], [4.64, -0.02, -5.78], [3.16, -0.09, -6.77], [2.28, 1.32, -5.34], [3.29, 0.94, -3.93], [0.96, -0.41, -5.12], [1.39, -0.22, -3.39], [2.99, -2.31, -6.23], [4.34, -2.26, -5.03], [-0.15, 4.66, 4.02], [0.67, 3.71, 3.29], [-0.24, 2.52, 3.09], [-1.57, 2.92, 3.37], [-1.57, 4.35, 3.54], [0.09, 5.71, 3.89], [-0.16, 4.47, 5.14], [1.51, 3.28, 3.86], [1.07, 4.12, 2.33], [0.08, 1.74, 3.79], [-0.09, 2.07, 2.13], [-2.33, 4.70, 4.24], [-1.82, 4.81, 2.58], [-2.88, 3.64, -5.68], [-2.29, 3.47, -4.27], [-0.98, 2.74, -4.51], [-1.17, 2.02, -5.77], [-1.85, 2.99, -6.61], [-3.16, 4.67, -5.95], [-3.75, 2.93, -5.70], [-3.04, 2.96, -3.65], [-2.19, 4.44, -3.70], [-0.68, 1.99, -3.73], [-0.11, 3.45, -4.62], [-2.27, 2.40, -7.45], [-1.06, 3.69, -6.88], [-3.30, -2.02, -3.02], [-3.37, -1.67, -4.56], [-1.99, -1.10, -4.74], [-1.64, -0.42, -3.55], [-2.60, -0.81, -2.49], [-2.78, -2.93, -2.77], [-4.27, -2.05, -2.49], [-4.15, -0.93, -4.67], [-3.58, -2.60, -5.14], [-1.98, -0.46, -5.65], [-1.18, -1.82, -4.87], [-3.41, -0.06, -2.38], [-1.98, -0.94, -1.63], [1.64, -4.08, 3.26], [1.90, -2.65, 3.82], [0.55, -2.22, 4.32], [-0.42, -2.95, 3.50], [0.26, -3.89, 2.64], [1.58, -4.79, 4.07], [2.30, -4.50, 2.51], [2.30, -2.00, 3.06], [2.61, -2.75, 4.67], [0.23, -1.16, 4.24], [0.42, -2.44, 5.40], [0.14, -3.49, 1.63], [-0.35, -4.85, 2.62], [1.06, 0.28, 1.19], [2.21, 1.01, 0.51], [1.85, 0.68, -0.97], [1.39, -0.61, -0.96], [0.99, -1.03, 0.34], [0.12, 0.77, 1.11], [1.25, 0.03, 2.23], [3.16, 0.61, 0.82], [2.23, 2.10, 0.72], [2.80, 0.85, -1.51], [1.16, 1.47, -1.39], [1.63, -1.80, 0.74], [-0.07, -1.40, 0.32]],
  "lowdin_charge": [0.18, -0.52, 0.04, -0.06, -0.22, 0.03, 0.10, 0.13, 0.14, 0.13, 0.17, -0.52, 0.10, -0.08, -0.26, 0.05, 0.12, 0.13, 0.12, 0.18, 0.15, -0.53, 0.07, -0.04, -0.32, 0.09, 0.13, 0.13, 0.15, 0.17, 0.17, -0.53, 0.06, -0.05, -0.25, 0.02, 0.14, 0.12, 0.15, 0.17, 0.19, -0.49, 0.04, -0.06, -0.27, 0.03, 0.13, 0.15, 0.11, 0.15, 0.18, -0.56, 0.08, -0.01, -0.28, 0.02, 0.12, 0.13, 0.10, 0.13, -0.16, -0.18, -0.23, -0.15, -0.15, 0.11, 0.12, 0.10, 0.12, 0.14, 0.09, 0.13, 0.12, -0.19, -0.19, -0.22, -0.13, -0.18, 0.11, 0.14, 0.12, 0.13, 0.12, 0.06, 0.12, 0.11, -0.16, -0.18, -0.19, -0.19, -0.19, 0.11, 0.11, 0.10, 0.12, 0.11, 0.13, 0.12, 0.11, -0.17, -0.12, -0.25, -0.16, -0.17, 0.09, 0.12, 0.11, 0.12, 0.12, 0.11, 0.11, 0.09, -0.13, -0.16, -0.18, -0.20, -0.18, 0.11, 0.11, 0.08, 0.12, 0.11, 0.12, 0.09, 0.14, -0.15, -0.11, -0.22, -0.14, -0.16, 0.07, 0.08, 0.08, 0.12, 0.11, 0.13, 0.09, 0.13]
}



# 3
{
  "formula": "C42H67BiN8O5P3S2",
  "method": "wB97M-V/def2-TZVPD",
  "charge": 1,
  "fmax_ha_per_bohr": 0.02949,
  "lumo_energy_ev": -2.58,
  "total_energy_ev": -122172.559,
  "elements": ["Bi", "C", "C", "C", "P", "C", "C", "C", "C", "C", "C", "C", "C", "C", "C", "N", "C", "C", "C", "C", "C", "C", "C", "P", "C", "C", "C", "C", "C", "C", "H", "H", "H", "H", "H", "H", "H", "H", "H", "H", "H", "H", "H", "H", "H", "H", "H", "H", "H", "H", "H", "H", "H", "H", "H", "H", "H", "H", "H", "H", "H", "H", "H", "H", "H", "H", "H", "H", "H", "H", "C", "C", "O", "C", "C", "C", "C", "C", "C", "O", "H", "H", "H", "H", "H", "H", "H", "O", "S", "N", "N", "C", "P", "O", "O", "C", "N", "H", "H", "H", "H", "H", "H", "H", "H", "H", "H", "S", "C", "N", "C", "C", "N", "H", "H", "H", "H", "H", "H", "N", "C", "C", "C", "N", "H", "H", "H", "H"],
  "positions_angstrom": [[0.42, 0.14, -0.40], [0.19, -3.98, -1.65], [-0.91, -2.99, -2.02], [-1.92, -3.60, -2.99], [-0.24, -1.33, -2.53], [0.80, -1.48, -4.05], [0.25, -2.35, -5.17], [2.21, -1.96, -3.67], [-1.80, -0.47, -2.86], [-2.32, -0.25, -4.14], [-3.63, 0.17, -4.34], [-4.17, 0.46, -5.71], [-4.44, 0.27, -3.22], [-3.94, 0.11, -1.93], [-2.58, -0.18, -1.72], [-1.98, -0.28, -0.48], [-2.51, 0.22, 0.71], [-3.43, 1.19, 0.89], [-3.87, 1.66, 2.25], [-3.32, 0.86, 3.47], [-4.39, 0.43, 4.46], [-2.41, -0.27, 3.13], [-1.95, -0.51, 1.90], [-0.83, -1.90, 1.45], [0.51, -2.00, 2.75], [0.29, -1.66, 4.22], [1.15, -3.38, 2.60], [-1.99, -3.35, 1.73], [-2.40, -3.65, 3.17], [-3.24, -3.16, 0.87], [-0.25, -4.82, -1.09], [0.66, -4.39, -2.54], [0.95, -3.51, -1.03], [-1.45, -2.71, -1.11], [-1.43, -4.01, -3.87], [-2.44, -4.42, -2.50], [-2.66, -2.88, -3.32], [0.92, -0.45, -4.40], [0.26, -3.40, -4.90], [-0.76, -2.09, -5.48], [0.90, -2.23, -6.04], [2.24, -3.05, -3.57], [2.91, -1.66, -4.45], [2.55, -1.51, -2.73], [-1.68, -0.40, -5.00], [-3.44, 0.21, -6.49], [-5.07, -0.12, -5.90], [-4.43, 1.51, -5.81], [-5.49, 0.50, -3.34], [-4.61, 0.16, -1.09], [-3.98, 1.61, 0.06], [-4.96, 1.74, 2.26], [-4.91, 1.30, 4.86], [-5.13, -0.21, 3.97], [-3.95, -0.12, 5.29], [-2.11, -0.89, 3.97], [1.24, -1.27, 2.37], [-0.46, -2.30, 4.69], [1.23, -1.82, 4.76], [0.01, -0.62, 4.36], [0.54, -4.16, 3.06], [1.29, -3.64, 1.54], [2.13, -3.40, 3.08], [-1.42, -4.21, 1.34], [-2.95, -2.81, 3.60], [-3.08, -4.51, 3.16], [-1.56, -3.90, 3.81], [-3.86, -2.35, 1.28], [-3.02, -2.91, -0.16], [-3.84, -4.07, 0.88], [3.89, -3.32, -0.41], [3.29, -2.04, 0.14], [2.22, -1.68, -0.37], [3.97, -1.36, 1.22], [4.84, -2.13, 2.03], [5.48, -1.63, 3.12], [5.31, -0.28, 3.43], [4.50, 0.51, 2.65], [3.78, 0.02, 1.53], [3.04, 0.84, 0.83], [3.42, -3.54, -1.36], [3.68, -4.15, 0.27], [4.97, -3.24, -0.54], [4.96, -3.18, 1.80], [6.11, -2.26, 3.73], [5.82, 0.15, 4.28], [4.39, 1.55, 2.90], [-2.03, 3.24, -2.93], [-1.75, 2.98, -1.42], [-0.73, 1.98, -1.14], [0.04, 2.73, -4.09], [1.27, 3.20, -3.43], [2.39, 1.78, -3.23], [2.71, 1.17, -4.54], [1.73, 0.86, -2.20], [3.93, 2.42, -2.45], [3.76, 2.62, -1.00], [0.09, 2.86, -5.10], [-1.12, 2.93, -3.61], [-0.06, 1.72, -3.94], [1.01, 3.60, -2.45], [1.75, 3.99, -4.02], [4.23, 3.35, -2.92], [4.68, 1.66, -2.66], [3.01, 3.41, -0.87], [4.62, 2.93, -0.54], [3.41, 1.78, -0.47], [1.72, 4.91, -0.52], [1.99, 4.93, 1.13], [1.80, 6.01, 1.89], [2.00, 5.75, 3.31], [2.60, 4.33, 3.29], [2.50, 3.94, 1.88], [1.37, 6.84, 1.52], [1.05, 5.79, 3.85], [2.69, 6.47, 3.75], [2.05, 3.64, 3.93], [3.64, 4.33, 3.61], [2.47, 2.97, 1.59], [-2.09, 3.60, 2.17], [-3.23, 2.97, 2.84], [-2.55, 2.14, 3.95], [-1.11, 2.21, 3.51], [-0.92, 2.97, 2.50], [-2.15, 3.91, 1.22], [-3.95, 3.73, 3.12], [-2.69, 2.41, 4.99], [-0.28, 1.71, 3.98]],
  "lowdin_charge": [1.72, -0.10, -0.51, -0.08, 1.04, -0.50, -0.09, -0.11, -0.33, -0.07, -0.28, -0.04, -0.02, -0.02, -0.35, -0.18, -0.36, -0.02, -0.15, -0.39, -0.02, -0.05, -0.29, 1.03, -0.53, -0.10, -0.11, -0.51, -0.10, -0.10, 0.08, 0.07, 0.03, 0.03, 0.06, 0.09, 0.07, 0.07, 0.07, 0.06, 0.09, 0.07, 0.09, 0.04, 0.10, 0.08, 0.08, 0.08, 0.12, 0.10, 0.08, 0.14, 0.09, 0.09, 0.09, 0.09, 0.07, 0.07, 0.09, 0.05, 0.07, 0.06, 0.08, 0.10, 0.07, 0.09, 0.06, 0.08, 0.05, 0.09, 0.00, -0.38, -0.17, -0.11, -0.05, -0.09, -0.08, -0.02, -0.36, -0.24, 0.07, 0.09, 0.10, 0.11, 0.10, 0.11, 0.09, -0.45, 0.88, -0.51, 0.04, -0.26, 0.42, -0.30, -0.55, -0.19, 0.07, 0.14, 0.00, 0.08, -0.03, 0.11, 0.11, 0.11, -0.02, 0.15, 0.07, 0.69, -0.84, 0.03, -0.12, -0.12, 0.04, 0.14, 0.12, 0.12, 0.11, 0.11, 0.11, -0.02, -0.18, -0.13, -0.12, 0.06, 0.08, 0.14, 0.15, 0.10]
}